{
  "formula": "C32H60BClFIN2O9P",
  "method": "ωB97M-V/def2-TZVPD",
  "charge": 1,
  "e_homo_ev": -11.081,
  "lumo_energy_ev": -2.912,
  "homo_lumo_gap_ev": 8.17,
  "species": ["C", "C", "C", "N", "C", "B", "O", "O", "C", "C", "C", "O", "F", "N", "C", "C", "C", "O", "I", "P", "O", "O", "C", "Cl", "C", "C", "C", "C", "C", "C", "C", "C", "C", "C", "C", "C", "O", "C", "H", "H", "H", "H", "H", "H", "H", "H", "H", "H", "H", "H", "H", "H", "H", "H", "H", "H", "H", "H", "H", "H", "H", "H", "H", "H", "H", "H", "H", "H", "H", "H", "H", "H", "H", "H", "H", "H", "H", "H", "H", "H", "H", "H", "C", "C", "C", "O", "C", "H", "H", "H", "H", "H", "H", "H", "H", "C", "C", "C", "O", "C", "H", "H", "H", "H", "H", "H", "H", "H"],
  "coordinates": [[-3.700, -1.824, 0.883], [-2.940, -0.745, 0.872], [-3.424, 0.553, 0.293], [-2.454, 1.625, -0.080], [-2.035, 2.493, 1.089], [-1.384, 1.767, 2.366], [-2.312, 1.102, 3.124], [-0.091, 1.825, 2.782], [-1.464, 3.811, 0.522], [-0.631, 4.572, 1.553], [-0.397, 5.940, 0.965], [-1.287, 6.777, 0.889], [0.824, 6.197, 0.497], [-0.891, 3.759, -0.842], [-0.353, 2.450, -1.278], [0.211, 2.743, -2.705], [0.405, 1.670, -3.780], [-0.290, 1.697, -4.775], [1.895, 0.112, -3.783], [1.169, 2.228, -0.136], [1.787, 3.717, -0.301], [2.289, 1.368, -0.925], [-1.428, 1.326, -1.166], [-0.497, -0.156, -0.801], [-2.258, 1.162, -2.467], [-2.078, -0.126, -3.271], [-2.859, -1.352, -2.772], [-1.938, -2.569, -2.592], [-1.929, -3.549, -3.744], [-1.019, -4.729, -3.405], [0.418, -4.280, -3.087], [0.683, -3.977, -1.600], [2.029, -4.449, -1.062], [2.025, -4.398, 0.476], [3.131, -3.493, 1.038], [2.614, -2.089, 1.305], [3.611, -1.094, 1.328], [4.168, -0.839, 0.055], [-4.749, -1.759, 0.627], [-3.307, -2.790, 1.128], [-1.958, -0.824, 1.298], [-4.101, 0.334, -0.515], [-4.072, 1.005, 1.039], [-3.041, 2.300, -0.570], [-3.004, 2.783, 1.485], [-1.889, 0.375, 3.593], [0.279, 0.990, 3.075], [-2.307, 4.484, 0.397], [0.277, 4.062, 1.833], [-1.261, 4.755, 2.411], [-1.652, 3.938, -1.491], [-0.420, 3.494, -3.167], [1.161, 3.251, -2.568], [2.405, 3.817, 0.428], [2.408, 0.500, -0.530], [-2.037, 1.976, -3.145], [-3.326, 1.260, -2.286], [-2.459, 0.106, -4.258], [-1.046, -0.401, -3.431], [-3.425, -1.179, -1.865], [-3.587, -1.627, -3.526], [-0.933, -2.195, -2.464], [-2.212, -3.094, -1.681], [-2.930, -3.932, -3.912], [-1.610, -3.098, -4.679], [-1.426, -5.258, -2.548], [-0.978, -5.390, -4.261], [0.588, -3.366, -3.651], [1.149, -4.993, -3.453], [-0.152, -4.321, -0.999], [0.679, -2.892, -1.503], [2.792, -3.786, -1.449], [2.172, -5.476, -1.375], [2.197, -5.394, 0.858], [1.076, -4.034, 0.859], [3.497, -3.895, 1.976], [3.974, -3.495, 0.358], [2.145, -2.067, 2.281], [1.831, -1.839, 0.578], [4.324, 0.226, -0.075], [3.521, -1.189, -0.752], [5.132, -1.328, -0.038], [-5.688, -0.942, 4.920], [-5.365, -2.298, 5.547], [-4.150, -2.736, 4.737], [-3.460, -1.535, 4.361], [-4.297, -0.404, 4.627], [-6.270, -0.285, 5.562], [-6.241, -1.086, 3.988], [-5.091, -2.168, 6.595], [-6.185, -3.012, 5.496], [-4.448, -3.263, 3.824], [-3.474, -3.377, 5.302], [-3.892, 0.124, 5.498], [-4.277, 0.265, 3.778], [5.880, 3.482, -0.062], [7.263, 4.080, 0.175], [8.160, 2.864, -0.013], [7.503, 2.020, -0.963], [6.165, 2.471, -1.165], [5.124, 4.214, -0.347], [5.537, 2.966, 0.840], [7.480, 4.830, -0.589], [7.381, 4.547, 1.151], [8.275, 2.307, 0.923], [9.151, 3.122, -0.385], [6.102, 2.937, -2.154], [5.488, 1.615, -1.143]]
}

***

{
  "formula": "C32H60CrN2OP3",
  "method": "ωB97M-V/def2-TZVPD",
  "spin_multiplicity": 5,
  "charge": 1,
  "e_homo_ev": [-8.104, -9.554],
  "lumo_energy_ev": [-1.996, -3.772],
  "homo_lumo_gap_ev": [6.11, 5.78],
  "species": ["C", "C", "C", "C", "C", "H", "H", "H", "N", "P", "P", "C", "H", "H", "C", "H", "C", "C", "C", "C", "C", "H", "H", "H", "C", "H", "H", "H", "C", "H", "H", "H", "C", "H", "H", "H", "C", "H", "H", "H", "C", "H", "H", "H", "C", "H", "H", "H", "C", "H", "H", "H", "C", "H", "H", "H", "C", "H", "H", "H", "C", "H", "H", "H", "C", "H", "H", "H", "Cr", "C", "O", "N", "C", "C", "C", "C", "C", "H", "H", "H", "H", "H", "H", "H", "H", "H", "C", "P", "C", "C", "H", "H", "H", "H", "H", "H", "H", "H", "H"],
  "coordinates": [[-1.908, 1.481, -1.870], [-1.271, -0.747, -1.735], [-3.048, 1.153, -2.601], [-2.522, -1.158, -2.217], [-3.413, -0.190, -2.694], [-3.645, 1.966, -3.017], [-2.739, -2.215, -2.303], [-4.362, -0.462, -3.158], [-1.114, 0.538, -1.321], [-0.417, 3.217, -0.276], [0.300, -3.206, -0.604], [-1.432, 2.917, -1.787], [-0.818, 3.147, -2.673], [-2.289, 3.601, -1.795], [-0.038, -1.588, -1.937], [-0.234, -2.210, -2.806], [0.983, -4.557, -1.754], [-0.416, -3.771, 1.142], [1.001, 4.396, -0.749], [-1.801, 3.952, 0.810], [2.530, -4.441, -1.736], [2.951, -4.486, -0.719], [2.954, -5.275, -2.322], [2.865, -3.501, -2.200], [0.506, -5.950, -1.303], [0.835, -6.226, -0.293], [-0.589, -5.992, -1.354], [0.887, -6.715, -2.000], [0.516, -4.477, -3.224], [1.197, -5.102, -3.817], [-0.508, -4.862, -3.350], [0.550, -3.480, -3.661], [0.685, -4.434, 1.987], [1.325, -3.690, 2.485], [0.203, -5.021, 2.790], [1.334, -5.106, 1.412], [-0.948, -2.557, 1.917], [-0.162, -1.822, 2.128], [-1.773, -2.071, 1.385], [-1.331, -2.906, 2.893], [-1.613, -4.691, 0.912], [-1.351, -5.588, 0.348], [-2.010, -5.014, 1.891], [-2.405, -4.144, 0.384], [-1.231, 4.109, 2.224], [-1.993, 4.610, 2.839], [-1.017, 3.134, 2.681], [-0.317, 4.720, 2.247], [-3.015, 3.005, 0.839], [-3.451, 2.848, -0.154], [-2.789, 2.035, 1.282], [-3.783, 3.481, 1.464], [-2.324, 5.302, 0.284], [-3.279, 5.504, 0.789], [-1.659, 6.139, 0.513], [-2.529, 5.299, -0.794], [1.431, 4.185, -2.210], [0.677, 4.532, -2.928], [2.350, 4.767, -2.395], [1.672, 3.137, -2.425], [2.198, 4.062, 0.156], [2.607, 3.067, -0.073], [2.999, 4.798, -0.014], [1.931, 4.085, 1.223], [0.632, 5.872, -0.561], [-0.225, 6.169, -1.181], [0.433, 6.120, 0.490], [1.490, 6.487, -0.879], [0.479, 1.032, -0.021], [-0.678, 0.724, 1.419], [-1.395, 0.553, 2.337], [1.558, 0.019, -1.141], [1.164, -0.796, -2.053], [1.972, -0.652, -3.377], [1.699, -1.585, -4.549], [1.610, 0.742, -3.887], [3.451, -0.765, -3.016], [2.070, -2.603, -4.390], [0.651, -1.593, -4.855], [2.265, -1.192, -5.411], [1.773, 1.481, -3.091], [2.217, 1.018, -4.758], [0.536, 0.773, -4.144], [4.068, -0.507, -3.885], [3.672, -0.091, -2.180], [3.687, -1.796, -2.694], [3.754, 1.433, 1.655], [2.186, 0.504, 1.583], [2.773, -1.191, 1.225], [1.748, 0.387, 3.351], [4.189, 1.511, 0.651], [4.475, 0.922, 2.309], [3.575, 2.445, 2.043], [3.540, -1.495, 1.948], [1.941, -1.908, 1.230], [3.206, -1.196, 0.216], [2.474, -0.253, 3.876], [0.737, -0.021, 3.483], [1.773, 1.395, 3.787]]
}

***

{
  "formula": "C32H60NO4Si2",
  "method": "ωB97M-V/def2-TZVPD",
  "charge": 1,
  "e_homo_ev": -9.618,
  "lumo_energy_ev": -2.581,
  "homo_lumo_gap_ev": 7.04,
  "species": ["C", "C", "Si", "C", "C", "C", "C", "C", "O", "C", "O", "C", "C", "O", "Si", "C", "O", "C", "C", "C", "C", "C", "C", "C", "C", "C", "C", "H", "H", "H", "H", "H", "H", "H", "H", "H", "H", "H", "H", "H", "H", "H", "H", "H", "H", "H", "H", "H", "H", "H", "H", "H", "H", "H", "H", "H", "H", "H", "H", "H", "H", "H", "H", "C", "C", "C", "C", "N", "C", "C", "C", "C", "C", "C", "C", "H", "H", "H", "H", "H", "H", "H", "H", "H", "H", "H", "H", "H", "H", "H", "H", "H", "H", "H", "H", "H", "H", "H", "H"],
  "coordinates": [[3.018, -0.523, 6.486], [3.919, 0.383, 5.665], [4.128, 0.231, 3.759], [5.921, 0.577, 3.111], [7.084, 0.529, 4.266], [8.176, -0.682, 4.103], [3.769, -1.647, 3.323], [3.453, -1.869, 1.714], [4.309, -2.912, 1.126], [5.270, -2.366, 0.153], [6.576, -2.689, 0.330], [4.920, -1.447, -1.159], [5.337, 0.133, -0.809], [2.999, 1.172, 2.800], [1.537, 1.581, 3.682], [0.157, 0.207, 3.617], [-0.509, 0.129, 2.308], [-1.875, 0.675, 2.339], [-2.330, 2.156, 2.874], [-3.916, 2.683, 2.815], [-4.377, 4.184, 3.331], [-5.129, 1.730, 2.200], [-4.676, 0.220, 1.693], [-3.094, -0.310, 1.755], [-2.655, -1.838, 1.237], [-2.263, -2.723, 2.601], [-3.896, -2.654, 0.521], [3.426, -1.417, 7.122], [1.855, -0.278, 6.376], [4.575, 1.221, 6.206], [6.238, -0.232, 2.292], [5.999, 1.617, 2.566], [7.698, 1.548, 4.165], [6.692, 0.503, 5.368], [9.282, -0.245, 4.004], [8.196, -1.321, 5.108], [7.983, -1.415, 3.212], [4.787, -2.211, 3.535], [2.869, -2.023, 3.970], [3.428, -0.858, 1.124], [2.339, -2.296, 1.670], [5.530, -1.822, -2.093], [3.761, -1.476, -1.318], [4.435, 0.679, -0.289], [6.320, 0.131, -0.140], [5.610, 0.645, -1.836], [1.740, 2.014, 5.057], [0.946, 2.748, 2.976], [0.702, -0.833, 3.789], [-0.628, 0.304, 4.511], [-1.533, 2.890, 3.320], [-5.105, 4.632, 2.500], [-3.470, 4.921, 3.434], [-5.005, 4.148, 4.320], [-6.250, 2.108, 2.132], [-5.527, -0.484, 1.285], [-1.730, -1.798, 0.501], [-3.273, -3.267, 2.911], [-1.483, -3.578, 2.372], [-1.954, -2.048, 3.509], [-4.067, -2.270, -0.582], [-3.556, -3.796, 0.447], [-4.885, -2.663, 1.157], [-2.446, 1.515, -1.247], [-1.683, 1.793, -2.533], [-2.558, 1.886, -3.789], [-3.435, 0.674, -4.144], [-2.800, -0.411, -5.048], [-1.374, -0.816, -4.675], [-1.536, -1.654, -3.422], [-2.843, -2.408, -3.609], [-3.562, -1.746, -4.776], [-2.949, -0.113, -6.559], [-2.227, 1.136, -7.060], [-3.121, 2.368, -7.131], [-3.025, 0.589, -1.298], [-1.743, 1.411, -0.415], [-3.128, 2.337, -1.015], [-0.893, 1.049, -2.656], [-1.161, 2.751, -2.414], [-1.913, 2.175, -4.620], [-3.236, 2.736, -3.635], [-4.330, 1.011, -4.683], [-3.795, 0.181, -3.238], [-0.982, -1.434, -5.493], [-0.741, 0.064, -4.568], [-1.611, -1.029, -2.530], [-0.689, -2.327, -3.266], [-3.448, -2.367, -2.699], [-2.661, -3.465, -3.826], [-4.618, -1.526, -4.588], [-3.475, -2.373, -5.672], [-4.023, -0.078, -6.775], [-2.532, -0.985, -7.080], [-1.895, 0.940, -8.088], [-1.317, 1.340, -6.493], [-3.900, 2.235, -7.889], [-2.528, 3.247, -7.408], [-3.621, 2.589, -6.183]]
}

***

{
  "formula": "C32H60O30",
  "method": "ωB97M-V/def2-TZVPD",
  "e_homo_ev": -9.171,
  "smiles": "C[C@H]1COC(=O)O1.C[C@H]1COC(=O)O1.COC(=O)OC.COC(=O)OC.COC(=O)OC.COC(=O)OC.COC(=O)OC.COC(=O)OC.COC(=O)OC.COC(=O)OC",
  "lumo_energy_ev": 0.260,
  "homo_lumo_gap_ev": 9.43,
  "species": ["C", "C", "C", "O", "C", "O", "O", "H", "H", "H", "H", "H", "H", "C", "C", "C", "O", "C", "O", "O", "H", "H", "H", "H", "H", "H", "C", "O", "C", "O", "O", "C", "H", "H", "H", "H", "H", "H", "C", "O", "C", "O", "O", "C", "H", "H", "H", "H", "H", "H", "C", "O", "C", "O", "O", "C", "H", "H", "H", "H", "H", "H", "C", "O", "C", "O", "O", "C", "H", "H", "H", "H", "H", "H", "C", "O", "C", "O", "O", "C", "H", "H", "H", "H", "H", "H", "C", "O", "C", "O", "O", "C", "H", "H", "H", "H", "H", "H", "C", "O", "C", "O", "O", "C", "H", "H", "H", "H", "H", "H", "C", "O", "C", "O", "O", "C", "H", "H", "H", "H", "H", "H"],
  "coordinates": [[5.650, -16.014, 15.037], [6.590, -16.810, 15.813], [6.594, -18.276, 15.313], [7.963, -18.565, 15.396], [8.636, -17.425, 15.510], [9.869, -17.306, 15.508], [7.874, -16.409, 15.737], [5.867, -14.910, 15.192], [4.663, -16.259, 15.331], [5.749, -16.179, 13.951], [6.265, -16.856, 16.888], [6.240, -18.477, 14.321], [6.225, -19.000, 15.986], [5.930, -24.604, 6.894], [4.774, -25.347, 7.557], [5.326, -26.718, 8.056], [5.816, -26.433, 9.308], [5.298, -25.380, 9.710], [5.508, -24.950, 10.857], [4.607, -24.738, 8.841], [6.793, -24.665, 7.556], [5.871, -23.663, 6.426], [6.238, -25.216, 6.107], [3.806, -25.283, 6.962], [6.037, -27.078, 7.329], [4.414, -27.457, 8.184], [5.803, -20.719, 7.565], [6.916, -21.485, 7.829], [7.052, -21.998, 9.035], [6.538, -21.491, 10.244], [8.010, -22.923, 9.040], [8.541, -23.372, 10.230], [5.833, -20.002, 8.413], [4.809, -21.148, 7.532], [5.858, -20.057, 6.715], [8.897, -22.658, 11.000], [9.327, -23.990, 9.934], [7.881, -24.060, 10.658], [10.562, -15.957, 11.653], [9.654, -16.778, 12.317], [9.608, -18.048, 12.236], [10.645, -18.820, 11.542], [8.432, -18.591, 12.699], [8.290, -20.008, 12.522], [11.517, -16.383, 11.420], [10.691, -15.065, 12.240], [10.067, -15.709, 10.710], [8.457, -20.234, 11.451], [7.273, -20.370, 12.870], [9.050, -20.402, 13.160], [8.819, -21.006, 17.369], [10.092, -20.400, 17.375], [10.795, -20.419, 16.240], [10.515, -21.218, 15.097], [11.892, -19.573, 16.265], [12.533, -19.073, 15.057], [8.212, -20.565, 16.482], [8.174, -20.653, 18.213], [8.749, -22.102, 17.370], [12.876, -19.916, 14.474], [13.511, -18.564, 15.179], [11.938, -18.592, 14.306], [1.534, -19.747, 20.473], [2.150, -20.634, 19.540], [1.392, -20.816, 18.401], [0.549, -19.786, 17.884], [1.762, -21.887, 17.687], [0.986, -22.176, 16.498], [1.721, -18.718, 20.096], [2.144, -19.733, 21.395], [0.454, -19.718, 20.557], [0.425, -23.175, 16.451], [1.679, -22.254, 15.662], [0.214, -21.424, 16.205], [-0.992, -22.160, 12.789], [0.426, -22.486, 12.514], [0.911, -23.516, 13.224], [0.153, -24.214, 14.211], [2.181, -23.913, 12.868], [2.919, -24.768, 13.771], [-1.364, -21.548, 11.986], [-0.971, -21.548, 13.621], [-1.689, -22.972, 12.988], [2.438, -25.754, 13.822], [2.978, -24.373, 14.813], [3.911, -25.075, 13.309], [3.902, -21.334, 13.139], [2.688, -20.728, 13.160], [2.528, -19.841, 14.108], [3.489, -19.400, 15.054], [1.223, -19.537, 14.284], [0.892, -18.461, 15.185], [3.887, -21.925, 12.173], [3.910, -22.025, 13.941], [4.702, -20.644, 13.248], [-0.071, -18.520, 15.560], [1.016, -17.532, 14.670], [1.487, -18.408, 16.092], [4.999, -21.875, 17.158], [5.490, -22.999, 16.491], [6.121, -22.850, 15.273], [6.386, -21.576, 14.799], [6.380, -23.913, 14.641], [6.753, -23.784, 13.274], [4.049, -22.161, 17.666], [4.670, -21.064, 16.476], [5.761, -21.616, 17.920], [5.910, -23.341, 12.720], [6.956, -24.742, 12.778], [7.676, -23.180, 13.218], [3.582, -13.397, 17.850], [4.063, -14.547, 18.479], [3.640, -15.793, 17.968], [2.790, -15.883, 16.898], [4.187, -16.866, 18.575], [3.806, -18.181, 18.172], [4.140, -12.430, 17.803], [2.631, -13.143, 18.477], [3.246, -13.490, 16.765], [2.717, -18.180, 18.151], [4.157, -18.871, 18.892], [4.276, -18.449, 17.242]]
}

***

no.,electronic energy (eV)
1,-88864.39147
2,-95464.99021
3,-59570.06388
4,-95567.64043